No. 1
56
Properties=species:S:1:pos:R:3:lowdin_charge:R:1 method="wB97M-V/def2-TZVPD" gap_ev=8.81 de_lowest_kj_mol=0.00 spin_multiplicity=1
O 1.48 -0.34 -0.08 0.0732
O -2.52 -2.34 2.59 0.0506
O -0.13 1.69 1.67 0.0899
N 1.98 0.90 2.21 0.0415
N 0.20 -0.08 3.13 0.0403
N -0.86 -1.73 1.19 0.1023
N 1.95 1.50 -1.31 0.0881
C -2.40 -0.52 -3.38 -0.0980
C -1.59 -1.62 2.31 -0.4772
C -0.05 1.84 -2.71 -0.2126
C -1.60 2.92 -4.19 -0.0936
C -0.42 2.23 -3.99 -0.0574
C 1.23 1.06 -2.49 -0.1127
C 2.72 -2.36 4.60 -0.0914
C 1.31 -0.78 3.55 -0.1400
C -1.31 -1.36 -3.43 -0.0929
C -1.19 -2.66 0.13 -0.1122
C 2.59 1.47 1.04 -0.0164
C 3.83 -1.76 4.02 -0.0942
C -3.09 -0.36 -2.19 -0.0839
C -2.70 -1.05 -1.07 -0.0255
C -1.61 -1.91 -1.11 -0.2073
C -2.42 3.23 -3.12 -0.0926
C -0.87 2.15 -1.64 -0.0281
C 3.71 -0.66 3.19 -0.0096
C 1.44 -1.88 4.37 0.0002
C 2.44 -0.18 2.95 -0.1445
C -1.17 -0.48 3.26 -0.0175
C 0.59 0.92 2.27 -0.4679
C -0.91 -2.06 -2.30 -0.0537
C 1.94 0.78 -0.18 -0.4556
C -2.05 2.84 -1.85 -0.0789
H -3.94 0.31 -2.15 0.1052
H -3.34 3.77 -3.28 0.1009
H -0.60 1.85 -0.63 0.0932
H -0.32 -3.29 -0.08 0.1263
H 0.99 0.01 -2.34 0.1127
H 2.86 -3.22 5.24 0.1013
H -1.87 3.22 -5.19 0.1017
H -2.68 3.08 -1.00 0.1088
H -0.06 -2.72 -2.35 0.1118
H 0.58 -2.36 4.81 0.1145
H 1.88 1.16 -3.36 0.1264
H 0.22 2.00 -4.83 0.1098
H 2.41 2.54 1.02 0.1354
H -0.11 -1.08 0.97 0.1041
H -2.70 0.02 -4.27 0.1021
H 4.82 -2.16 4.22 0.1003
H -3.24 -0.94 -0.14 0.1180
H -1.39 -0.79 4.28 0.1362
H 4.58 -0.20 2.74 0.1069
H -0.76 -1.49 -4.36 0.1049
H 3.67 1.27 1.06 0.1340
H -2.01 -3.28 0.50 0.1288
H 2.23 2.47 -1.29 0.1533
H -1.79 0.39 3.01 0.1412

No. 2
62
Properties=species:S:1:pos:R:3:lowdin_spin:R:1 method="wB97M-V/def2-TZVPD" gap_ev="6.79 / 6.94" de_lowest_kj_mol=0.00 spin_multiplicity=3
Ni 1.02 0.61 -0.45 1.6685
S -0.10 0.23 1.61 0.0665
S 2.88 1.99 0.15 0.0398
O 2.26 -1.17 -0.53 0.0313
O -0.12 2.08 -1.15 0.0657
N 1.34 3.71 1.59 0.0011
N 2.21 -0.48 2.99 0.0095
N 0.89 -2.14 2.47 0.0078
N -0.11 -0.66 -1.53 0.0456
N -1.28 -0.50 -1.97 0.0047
N 2.18 2.12 2.81 0.0018
C -5.22 -0.53 -3.27 -0.0006
C -3.40 3.08 -2.12 -0.0010
C 3.58 -1.37 0.00 0.0021
C 0.89 3.91 2.87 0.0006
C 0.12 -4.35 -2.10 0.0003
C 1.61 -2.26 -1.03 0.0009
C 1.94 -2.68 3.18 0.0047
C 2.75 -1.64 3.50 0.0023
C -3.92 -0.54 -2.83 0.0018
C -3.28 0.66 -2.44 -0.0003
C 1.03 4.52 0.43 0.0005
C -0.26 -2.88 1.97 0.0009
C 1.41 2.92 3.63 0.0004
C -5.36 1.83 -2.95 -0.0006
C -2.12 3.12 -1.69 0.0043
C 2.12 -3.55 -1.00 0.0007
C 0.35 -2.00 -1.59 0.0051
C 2.13 2.62 1.57 0.0049
C 1.37 -4.59 -1.54 -0.0003
C -4.03 1.85 -2.51 0.0014
C -0.38 -3.06 -2.12 0.0010
C -1.31 1.93 -1.57 0.0046
C 1.06 -0.80 2.38 0.0083
C -5.96 0.66 -3.33 0.0018
C -1.91 0.69 -1.96 0.0082
B 2.95 0.88 3.32 0.0013
H -3.36 -1.46 -2.79 0.0004
H 3.89 -0.40 0.38 0.0004
H -3.98 3.99 -2.19 0.0000
H 2.99 0.96 4.52 0.0003
H 0.24 5.21 0.71 0.0000
H -0.42 -2.65 0.92 0.0001
H 3.68 -1.62 4.04 0.0003
H 4.25 -1.70 -0.79 0.0005
H -5.68 -1.46 -3.57 -0.0001
H -6.98 0.64 -3.67 0.0001
H 4.05 0.82 2.82 0.0005
H -5.91 2.77 -2.99 -0.0001
H 0.70 3.88 -0.38 0.0001
H 2.01 -3.73 3.39 0.0004
H 1.77 -5.60 -1.51 0.0000
H 1.91 5.08 0.12 0.0001
H 3.55 -2.10 0.81 0.0003
H -1.35 -2.85 -2.56 0.0001
H -0.05 -3.94 2.08 0.0000
H 3.09 -3.75 -0.58 0.0001
H -1.64 4.05 -1.41 0.0001
H -0.46 -5.16 -2.52 0.0001
H 1.30 2.70 4.67 0.0001
H -1.15 -2.62 2.53 0.0006
H 0.24 4.73 3.12 0.0001

No. 3
63
Properties=species:S:1:pos:R:3:lowdin_charge:R:1 method="wB97M-V/def2-TZVPD" gap_ev=6.45 de_lowest_kj_mol=56.54 spin_multiplicity=1
S 3.32 0.94 1.45 1.0609
S 2.32 -1.24 0.02 0.6900
S 1.60 1.77 -0.74 0.6572
F 2.75 0.24 3.93 0.0880
F 3.58 2.25 3.60 0.0693
F 1.46 1.83 3.13 0.0925
O 1.61 -1.41 -1.21 -0.2685
O -3.67 2.01 -3.83 -0.1403
O 0.20 1.51 -1.00 -0.2927
O 3.72 -1.55 0.10 -0.2998
O 2.58 1.76 -1.79 -0.2652
N -1.95 0.12 -2.70 -0.1103
N 2.02 0.53 0.43 -0.5924
C 1.30 -3.27 3.38 -0.0576
C 2.72 1.32 3.11 -0.8011
C -3.05 2.32 -2.58 -0.1806
C 1.86 5.71 1.54 -0.0598
C -1.33 -0.95 -2.16 -0.0979
C 0.67 4.98 1.54 -0.0641
C -1.15 -5.41 0.27 -0.1113
C -0.38 -4.95 -0.80 -0.0889
C 0.09 -2.67 3.74 -0.0617
C -0.40 -3.60 -1.15 -0.0644
C 1.46 -1.79 1.49 -0.2833
C 1.72 3.27 0.19 -0.3153
C 2.98 5.23 0.85 -0.0603
C -1.94 -4.51 1.00 -0.1006
C -2.77 1.34 -4.71 -0.1870
C -0.38 -1.56 3.03 -0.0626
C -2.33 0.00 -4.13 -0.1252
C -2.63 1.06 -1.83 -0.1482
C 1.99 -2.83 2.25 -0.0359
C -1.18 -1.26 -0.84 -0.0973
C -1.97 -3.16 0.63 -0.0593
C -1.18 -2.66 -0.43 -0.2422
C 0.33 -1.10 1.92 -0.0958
C 2.90 4.02 0.16 -0.0720
C 0.59 3.77 0.86 -0.0584
H 2.96 -3.25 1.97 0.1198
H -1.35 -0.50 -0.08 0.0815
H -0.89 -1.64 -2.91 0.1322
H -1.87 1.95 -4.92 0.1282
H -0.33 3.19 0.85 0.1181
H -1.31 -1.07 3.31 0.1194
H 0.20 -3.24 -1.98 0.0972
H -1.13 -6.47 0.54 0.0945
H -1.94 1.36 -1.04 0.0861
H -3.35 1.18 -5.62 0.1274
H -2.54 -4.86 1.83 0.1002
H -1.45 -0.38 -4.67 0.1263
H 0.02 -0.21 1.39 0.0953
H -3.83 2.86 -2.01 0.1282
H 0.23 -5.64 -1.39 0.1032
H 3.76 3.63 -0.38 0.1173
H -0.49 -3.05 4.58 0.1141
H -3.16 -0.72 -4.24 0.1293
H 3.91 5.80 0.83 0.1138
H 1.70 -4.09 3.97 0.1126
H -2.62 -2.46 1.17 0.1082
H -0.21 5.36 2.06 0.1130
H 1.92 6.65 2.08 0.1111
H -2.15 2.96 -2.72 0.1289
H -3.52 0.60 -1.36 0.1362